(1)
The following is a quantum chemistry calculation of C42H68N4O26S6 as an isolated structure, from OMol25.

The geometry in ORCA input format:
```
! wB97M-V def2-TZVPD RIJCOSX def2/J DEFGRID3
* xyz 0 1
C -8.558 10.071 -13.538
C -9.024 9.638 -12.322
C -9.859 8.514 -12.253
C -10.131 7.815 -13.438
C -9.628 8.209 -14.654
C -8.842 9.316 -14.664
N -10.914 6.616 -13.337
O -11.685 6.226 -14.194
O -10.838 5.983 -12.239
H -7.799 10.832 -13.647
H -8.770 10.050 -11.356
H -10.330 8.176 -11.342
H -9.742 7.548 -15.501
H -8.344 9.668 -15.556
C -9.353 13.871 -19.830
C -10.222 14.862 -19.273
C -11.497 14.563 -18.868
C -12.006 13.268 -19.154
C -11.112 12.293 -19.683
C -9.805 12.594 -19.984
N -13.398 12.896 -18.957
O -13.637 11.721 -18.609
O -14.326 13.660 -19.103
H -8.296 14.048 -19.960
H -9.774 15.834 -19.124
H -12.225 15.247 -18.456
H -11.446 11.267 -19.725
H -9.134 11.835 -20.359
C -10.858 11.567 -17.052
C -10.272 10.764 -16.059
C -11.020 10.289 -15.024
C -12.383 10.593 -14.931
C -12.898 11.470 -15.883
C -12.145 12.016 -16.909
N -13.200 10.064 -13.857
O -12.598 9.640 -12.869
O -14.424 10.001 -13.945
H -10.228 11.992 -17.819
H -9.260 10.406 -16.170
H -10.511 9.763 -14.230
H -13.965 11.632 -15.929
H -12.771 12.674 -17.494
C -14.211 10.268 -18.420
C -13.215 9.758 -17.598
C -12.338 8.813 -18.077
C -12.227 8.489 -19.383
C -13.217 8.942 -20.251
C -14.213 9.811 -19.757
N -11.139 7.566 -19.954
O -11.411 7.086 -21.042
O -10.077 7.297 -19.388
H -15.002 10.916 -18.074
H -13.074 10.057 -16.570
H -11.652 8.432 -17.335
H -13.213 8.732 -21.310
H -14.958 10.108 -20.480
O -14.226 4.471 -15.978
S -13.416 5.176 -16.951
O -13.288 4.782 -18.348
O -13.888 6.781 -16.841
C -14.142 7.292 -15.529
C -13.193 8.494 -15.264
C -11.725 5.347 -16.185
H -13.877 6.572 -14.755
H -15.225 7.391 -15.456
H -13.238 9.190 -16.102
H -12.160 8.154 -15.189
H -13.499 8.940 -14.318
H -11.405 4.322 -16.001
H -11.652 5.900 -15.249
H -11.196 5.896 -16.964
O -8.542 16.615 -19.085
S -9.110 16.244 -17.795
O -10.454 16.741 -17.494
O -9.128 14.639 -17.488
C -7.891 13.938 -17.536
C -8.214 12.562 -16.896
C -7.956 16.870 -16.461
H -7.113 14.380 -16.913
H -7.647 13.755 -18.582
H -8.989 12.088 -17.499
H -8.494 12.635 -15.845
H -7.304 11.964 -16.838
H -8.470 16.577 -15.545
H -8.015 17.956 -16.534
H -6.932 16.520 -16.591
O -15.445 11.500 -16.223
S -16.303 10.530 -15.540
O -16.927 10.914 -14.238
O -17.524 9.919 -16.514
C -17.144 9.685 -17.846
C -18.366 9.237 -18.790
C -15.290 8.986 -15.276
H -16.431 8.863 -17.896
H -16.595 10.531 -18.260
H -19.077 8.603 -18.259
H -18.047 8.714 -19.691
H -18.952 10.119 -19.049
H -14.231 9.245 -15.285
H -15.430 8.273 -16.088
H -15.550 8.599 -14.291
O -14.102 12.425 -14.689
S -14.796 13.687 -15.052
O -15.305 14.455 -13.939
O -13.813 14.590 -15.973
C -14.236 15.926 -16.361
C -13.104 16.686 -17.201
C -16.154 13.261 -16.229
H -14.535 16.521 -15.498
H -15.175 15.746 -16.883
H -13.587 17.642 -17.401
H -12.904 16.200 -18.156
H -12.216 16.809 -16.580
H -16.801 12.437 -15.928
H -15.699 12.912 -17.156
H -16.779 14.147 -16.335
O -7.764 14.844 -14.476
S -8.997 15.488 -14.018
O -9.300 16.901 -14.357
O -10.312 14.594 -14.395
C -10.620 14.444 -15.797
C -11.945 13.716 -16.053
C -9.186 15.300 -12.143
H -9.786 14.049 -16.377
H -10.643 15.429 -16.263
H -12.707 14.430 -15.739
H -12.157 12.834 -15.448
H -12.134 13.391 -17.076
H -10.210 15.579 -11.894
H -8.413 15.924 -11.694
H -9.065 14.239 -11.924
O -8.100 11.177 -17.303
S -8.887 10.193 -18.095
O -10.289 10.433 -18.429
O -8.083 9.821 -19.519
C -8.574 8.917 -20.453
C -9.495 9.516 -21.485
C -8.653 8.585 -17.128
H -9.026 8.051 -19.969
H -7.733 8.557 -21.046
H -9.817 8.810 -22.251
H -8.981 10.288 -22.059
H -10.297 10.021 -20.948
H -8.998 8.689 -16.099
H -7.575 8.427 -17.158
H -9.179 7.826 -17.707
*
```

Calculated values
HOMO-LUMO gap, eV: 4.7259
Energy relative to the best compared isomer or geometry (same formula, charge and spin), eV: 72.462
HOMO energy, eV: -6.5
Strongest force on any atom, eV/A: 19.57

(2)
The following is a quantum chemistry calculation of a 4-piece molecular cluster, C42H69BrN3O6 overall, from OMol25.

The geometry in ORCA input format:
```
! wB97M-V def2-TZVPD RIJCOSX def2/J DEFGRID3
* xyz 0 4
C -1.383 3.599 6.323
C -2.982 3.506 6.421
C -3.680 2.747 5.184
Br -3.703 3.894 3.549
C -3.136 1.273 4.922
C -1.984 0.779 4.242
C -0.837 1.635 3.534
C -0.005 0.735 2.488
C 0.963 -0.408 2.908
C 1.740 -1.298 1.912
C 1.575 -1.001 0.393
C 2.397 -1.875 -0.688
C 0.640 0.136 -0.073
C -0.166 0.992 0.960
C -2.193 -0.789 4.397
O -1.596 -1.772 3.922
O -3.325 -1.155 5.208
C -4.012 0.065 5.464
O -5.101 0.135 6.058
H -1.078 4.549 6.906
H -0.921 2.669 6.791
H -1.085 3.781 5.238
H -3.376 4.593 6.380
H -3.350 3.101 7.436
H -4.790 2.629 5.482
H -0.053 2.049 4.275
H -1.229 2.558 2.971
H 1.116 -0.646 4.025
H 2.410 -2.141 2.273
H 3.517 -1.646 -0.519
H 2.165 -2.991 -0.625
H 2.178 -1.501 -1.769
H 0.497 0.356 -1.184
H -0.861 1.831 0.598
C 0.143 1.194 -6.608
C 1.082 0.735 -5.459
C 2.530 1.199 -5.740
C 3.233 0.390 -6.822
C 3.154 -1.102 -6.522
C 1.710 -1.588 -6.280
N 0.974 -0.747 -5.291
O 1.440 -1.060 -4.053
C 0.947 -1.615 -7.627
C 1.762 -3.082 -5.862
C 0.574 1.517 -4.219
H -0.382 2.122 -6.367
H 0.681 1.383 -7.542
H -0.642 0.459 -6.810
H 3.126 1.127 -4.820
H 2.537 2.257 -6.022
H 2.804 0.605 -7.806
H 4.284 0.692 -6.881
H 3.607 -1.660 -7.349
H 3.772 -1.314 -5.640
H -0.104 -1.880 -7.478
H 1.376 -2.360 -8.305
H 0.988 -0.669 -8.166
H 2.381 -3.248 -4.977
H 2.195 -3.694 -6.659
H 0.759 -3.469 -5.657
H -0.447 1.223 -3.956
H 0.568 2.594 -4.418
H 1.210 1.376 -3.341
C 2.880 6.371 0.534
C 1.922 5.202 0.174
C 2.009 4.894 -1.339
C 1.306 5.926 -2.215
C -0.129 6.143 -1.752
C -0.227 6.490 -0.253
N 0.534 5.543 0.616
O -0.178 4.384 0.698
C 0.277 7.936 -0.028
C -1.725 6.558 0.129
C 2.509 3.982 0.934
H 3.838 6.015 0.924
H 3.119 7.001 -0.328
H 2.466 7.010 1.319
H 1.562 3.912 -1.542
H 3.057 4.817 -1.647
H 1.856 6.872 -2.213
H 1.304 5.582 -3.255
H -0.585 6.936 -2.355
H -0.704 5.233 -1.964
H 0.292 8.185 1.037
H -0.381 8.661 -0.521
H 1.270 8.117 -0.437
H -2.255 5.628 -0.093
H -2.241 7.344 -0.429
H -1.846 6.778 1.194
H 2.464 4.132 2.018
H 3.559 3.829 0.664
H 1.995 3.048 0.694
C -2.728 -7.675 1.004
C -1.659 -7.955 2.096
C -2.305 -7.887 3.499
C -2.609 -6.468 3.965
C -1.372 -5.585 3.856
C -0.740 -5.611 2.449
N -0.523 -6.997 1.936
O 0.554 -7.516 2.587
C -1.639 -4.817 1.470
C 0.572 -4.784 2.489
C -1.239 -9.429 1.847
H -3.135 -8.597 0.577
H -3.584 -7.113 1.386
H -2.308 -7.124 0.157
H -1.637 -8.352 4.236
H -3.229 -8.476 3.516
H -3.435 -6.041 3.388
H -2.948 -6.490 5.006
H -1.638 -4.559 4.132
H -0.639 -5.919 4.601
H -1.258 -4.883 0.447
H -1.667 -3.755 1.738
H -2.677 -5.147 1.471
H 1.278 -5.152 3.239
H 0.367 -3.741 2.748
H 1.071 -4.790 1.515
H -0.759 -9.544 0.870
H -2.114 -10.087 1.866
H -0.558 -9.808 2.612
*
```

Calculated values
HOMO-LUMO gap (alpha / beta), eV: 7.2263 / 7.2249
<S²>: 3.7635
Energy relative to the best compared isomer or geometry (same formula, charge and spin), eV: 4.735
HOMO energy (alpha / beta), eV: -8.3 / -8.3
Strongest force on any atom, eV/A: 4.62

(3)
The following is a quantum chemistry calculation of a 11-piece molecular cluster, C42H69F8O36P3 overall, from OMol25.

The geometry in ORCA input format:
```
! wB97M-V def2-TZVPD RIJCOSX def2/J DEFGRID3
* xyz 0 1
O -4.960 0.306 4.928
C -5.575 1.264 4.524
O -5.038 2.408 4.364
C -5.880 3.188 3.506
C -7.214 2.610 3.900
F -8.062 2.604 2.783
O -6.821 1.278 4.160
H -5.680 4.259 3.461
H -5.760 2.971 2.444
H -7.782 3.051 4.720
O 0.870 -5.646 9.154
C 1.037 -5.641 7.921
O 0.197 -5.240 7.016
C 0.508 -5.770 5.766
C 2.000 -6.090 6.016
F 2.695 -5.044 5.595
O 2.135 -5.980 7.422
H -0.077 -6.680 5.633
H 0.200 -4.916 5.163
H 2.339 -7.068 5.673
O 11.043 -0.020 -1.707
C 10.430 -1.055 -1.396
O 9.371 -1.134 -0.526
C 9.022 -2.508 -0.297
C 9.562 -3.229 -1.489
F 8.823 -3.130 -2.549
O 10.694 -2.328 -1.742
H 9.686 -2.852 0.496
H 8.020 -2.688 0.094
H 9.931 -4.227 -1.252
O 3.675 -6.879 -1.469
C 3.341 -6.458 -2.552
O 3.220 -5.151 -2.868
C 3.149 -5.049 -4.295
C 2.637 -6.428 -4.654
F 3.554 -6.882 -5.454
O 2.858 -7.283 -3.550
H 2.550 -4.184 -4.577
H 4.092 -4.891 -4.819
H 1.678 -6.439 -5.171
O 6.710 4.650 -2.040
C 7.151 5.617 -1.469
O 7.729 5.533 -0.277
C 8.581 6.633 -0.093
C 7.855 7.632 -1.095
F 8.690 8.584 -1.480
O 7.353 6.814 -2.140
H 8.559 6.931 0.956
H 9.546 6.231 -0.403
H 6.959 8.216 -0.884
O -2.713 6.641 -10.605
C -1.516 6.783 -10.414
O -0.707 7.612 -10.953
C 0.461 7.619 -10.213
C 0.291 6.405 -9.263
F 0.563 6.765 -7.995
O -0.959 6.034 -9.491
H 1.302 7.629 -10.907
H 0.548 8.445 -9.506
H 1.015 5.628 -9.510
O 0.985 -2.784 -10.294
C -0.116 -2.506 -10.729
O -0.462 -1.230 -11.117
C -1.897 -1.157 -11.065
C -2.240 -2.644 -11.442
F -2.414 -2.794 -12.772
O -1.139 -3.320 -10.901
H -2.340 -1.157 -10.069
H -2.345 -0.470 -11.782
H -3.156 -3.047 -11.010
O 7.826 1.182 6.738
C 8.381 1.482 7.750
O 7.748 1.502 8.842
C 8.717 1.551 9.940
C 10.027 1.944 9.258
F 11.087 1.276 9.794
O 9.764 1.790 7.883
H 8.282 2.336 10.559
H 8.886 0.695 10.593
H 10.216 3.014 9.345
C -2.499 9.901 0.326
C -2.584 11.391 0.149
O -2.854 11.583 -1.232
P -4.411 11.748 -1.730
O -4.704 11.191 -3.123
O -4.525 13.401 -1.560
C -4.361 14.262 -2.650
C -4.720 15.644 -2.203
O -5.256 11.203 -0.490
C -6.641 10.989 -0.478
C -7.296 12.316 -0.315
H -2.234 9.631 1.349
H -3.496 9.513 0.119
H -1.765 9.535 -0.392
H -3.248 11.967 0.794
H -1.618 11.765 0.486
H -3.423 14.053 -3.165
H -5.233 13.966 -3.233
H -4.683 16.370 -3.016
H -5.656 15.785 -1.663
H -4.039 15.930 -1.402
H -6.937 10.543 -1.428
H -6.988 10.385 0.361
H -8.347 12.342 -0.026
H -6.699 12.791 0.463
H -7.109 13.000 -1.144
C -0.077 -0.066 -0.321
C -0.664 -0.051 -1.715
O -1.969 -0.741 -1.525
P -2.991 -0.913 -2.772
O -2.436 -1.392 -4.087
O -4.004 -1.975 -2.165
C -3.501 -3.290 -1.886
C -3.859 -4.287 -3.019
O -3.887 0.394 -2.898
C -5.070 0.400 -3.719
C -5.556 1.778 -4.011
H 0.059 -1.050 0.128
H 0.981 0.150 -0.174
H -0.723 0.449 0.390
H -0.911 0.994 -1.902
H -0.090 -0.631 -2.438
H -2.435 -3.424 -1.703
H -4.167 -3.602 -1.081
H -4.929 -4.448 -2.887
H -3.565 -3.847 -3.972
H -3.280 -5.186 -2.806
H -4.908 -0.232 -4.592
H -5.871 -0.075 -3.152
H -5.639 2.469 -3.172
H -5.020 2.326 -4.787
H -6.599 1.620 -4.285
C 1.040 -13.636 3.833
C -0.125 -12.576 3.971
O -1.197 -13.155 4.647
P -1.645 -12.814 6.195
O -2.540 -13.759 6.900
O -0.191 -12.729 7.001
C -0.175 -12.878 8.429
C 0.775 -11.901 9.026
O -2.087 -11.267 6.034
C -3.293 -10.756 6.616
C -3.887 -9.661 5.795
H 1.981 -13.309 3.391
H 1.116 -14.084 4.824
H 0.812 -14.536 3.262
H -0.013 -11.619 4.482
H -0.456 -12.127 3.035
H -1.173 -12.735 8.844
H 0.266 -13.820 8.757
H 1.443 -11.501 8.264
H 0.195 -10.984 9.126
H 1.246 -12.123 9.983
H -4.076 -11.499 6.767
H -3.039 -10.337 7.589
H -4.224 -9.954 4.800
H -4.721 -9.178 6.305
H -3.285 -8.753 5.764
*
```

Calculated values
HOMO-LUMO gap, eV: 10.4162
HOMO energy, eV: -10.3
SMILES: O=C1OC[C@@H](F)O1.O=C1OC[C@@H](F)O1.O=C1OC[C@@H](F)O1.O=C1OC[C@@H](F)O1.O=C1OC[C@@H](F)O1.O=C1OC[C@@H](F)O1.O=C1OC[C@@H](F)O1.O=C1OC[C@@H](F)O1.CCOP(=O)(OCC)OCC.CCOP(=O)(OCC)OCC.CCOP(=O)(OCC)OCC
Strongest force on any atom, eV/A: 7.93